# 1
{
  "formula": "C14H31InNO4S2",
  "method": "ωB97M-V/def2-TZVPD",
  "homo_energy_ev": -2.937,
  "energy_ha": -1894.16722,
  "charge": -1,
  "orbital_gap_ev": 5.08,
  "elements": ["In", "S", "S", "O", "O", "O", "O", "N", "C", "C", "C", "C", "C", "C", "C", "C", "C", "C", "C", "C", "C", "C", "H", "H", "H", "H", "H", "H", "H", "H", "H", "H", "H", "H", "H", "H", "H", "H", "H", "H", "H", "H", "H", "H", "H", "H", "H", "H", "H", "H", "H", "H", "H"],
  "xyz": [[-1.157, -1.189, 0.635], [-6.892, 0.010, 0.306], [5.545, -0.273, -1.148], [-5.972, -0.004, -0.798], [-8.155, 0.703, 0.192], [5.633, -1.297, -0.142], [4.286, 0.173, -1.676], [0.377, -0.737, 2.103], [7.736, 0.324, -2.557], [-1.749, 0.253, -2.176], [-0.637, 0.039, -1.142], [-2.897, 1.113, -1.639], [1.003, 1.643, 1.939], [-6.072, -1.911, 1.885], [-6.015, 0.550, 1.781], [2.646, -0.208, 1.288], [-7.160, -1.679, 0.840], [7.916, 0.852, -1.126], [-6.026, -0.642, 2.743], [6.626, -0.733, -2.518], [6.512, 1.137, -0.606], [1.230, 0.133, 1.784], [-6.278, -2.801, 2.478], [-3.745, 1.115, -2.333], [6.026, -0.760, -3.423], [-2.147, -0.710, -2.514], [1.553, 2.010, 2.815], [-6.525, 1.426, 2.174], [-0.278, 1.019, -0.797], [7.442, 1.145, -3.213], [8.661, -0.096, -2.952], [-0.062, 1.845, 2.067], [-1.123, -2.917, 0.212], [8.538, 1.746, -1.100], [-2.739, -0.792, 1.400], [8.393, 0.092, -0.505], [7.013, -1.726, -2.297], [-3.272, 0.693, -0.701], [1.375, 2.199, 1.069], [-8.159, -1.732, 1.274], [6.080, 2.022, -1.072], [-2.560, 2.141, -1.473], [-5.102, -2.043, 1.399], [0.213, -0.463, -1.622], [-5.003, 0.807, 1.469], [-5.142, -0.629, 3.379], [3.265, -0.484, 2.148], [2.584, -1.060, 0.609], [6.436, 1.208, 0.476], [-7.093, -2.326, -0.031], [-1.329, 0.776, -3.051], [-6.907, -0.594, 3.387], [3.109, 0.631, 0.759]]
}

=====

# 2
{
  "formula": "C18H59B2N3O6",
  "method": "ωB97M-V/def2-TZVPD",
  "multiplicity": 2,
  "s2": 0.75,
  "homo_energy_ev": [-10.973, -10.973],
  "energy_ha": -1385.85449,
  "charge": 1,
  "orbital_gap_ev": [8.43, 3.87],
  "elements": ["O", "O", "O", "O", "O", "O", "N", "N", "N", "C", "C", "C", "C", "C", "C", "C", "C", "C", "C", "C", "C", "C", "C", "C", "C", "C", "C", "B", "B", "H", "H", "H", "H", "H", "H", "H", "H", "H", "H", "H", "H", "H", "H", "H", "H", "H", "H", "H", "H", "H", "H", "H", "H", "H", "H", "H", "H", "H", "H", "H", "H", "H", "H", "H", "H", "H", "H", "H", "H", "H", "H", "H", "H", "H", "H", "H", "H", "H", "H", "H", "H", "H", "H", "H", "H", "H", "H", "H"],
  "xyz": [[4.069, -14.172, 9.542], [6.045, -10.324, 7.022], [3.713, -20.561, 9.374], [3.444, -18.856, 5.451], [9.887, -16.506, 11.362], [5.406, -14.439, 7.150], [2.950, -16.906, 8.805], [10.116, -15.589, 10.294], [3.645, -16.083, 5.880], [8.321, -14.109, 10.953], [3.592, -13.977, 10.832], [9.277, -14.010, 8.592], [12.513, -16.483, 10.199], [8.839, -14.978, 9.773], [10.340, -14.374, 7.642], [10.740, -17.429, 8.721], [7.811, -15.973, 9.259], [4.329, -16.622, 4.773], [2.861, -21.673, 9.159], [11.127, -16.124, 9.429], [3.759, -18.033, 9.190], [2.881, -19.344, 9.139], [3.712, -17.988, 4.385], [5.814, -16.848, 5.147], [11.548, -14.970, 8.487], [2.990, -20.047, 4.821], [4.340, -17.725, 10.550], [3.797, -11.945, 7.592], [6.762, -12.826, 5.468], [2.223, -20.014, 4.047], [7.200, -12.379, 4.589], [4.993, -18.498, 10.957], [4.757, -12.239, 7.986], [5.938, -14.131, 6.413], [6.440, -16.912, 4.257], [10.667, -13.509, 7.064], [2.761, -17.755, 3.907], [6.899, -10.538, 7.405], [3.508, -11.027, 8.079], [6.299, -16.006, 5.640], [3.074, -12.666, 7.943], [11.426, -18.251, 8.924], [4.452, -18.000, 8.349], [7.505, -13.449, 10.658], [4.780, -15.091, 6.826], [12.269, -15.280, 7.731], [4.917, -13.661, 7.425], [5.406, -11.026, 7.167], [4.122, -14.610, 11.544], [3.813, -13.398, 9.036], [4.409, -18.313, 3.612], [9.790, -17.750, 9.149], [11.868, -14.162, 9.146], [3.857, -12.992, 11.216], [7.059, -12.433, 6.428], [3.458, -16.092, 9.121], [2.035, -21.871, 9.843], [3.549, -17.541, 11.277], [5.702, -12.636, 5.412], [2.794, -15.821, 5.404], [5.831, -17.720, 5.801], [5.053, -16.909, 10.434], [10.645, -17.309, 7.642], [8.167, -16.569, 8.418], [9.120, -13.576, 11.469], [2.185, -19.500, 9.962], [2.524, -14.143, 10.978], [6.215, -10.204, 6.085], [2.357, -19.221, 8.191], [9.886, -15.091, 6.959], [7.979, -14.811, 11.714], [3.497, -22.558, 9.189], [6.783, -15.678, 9.050], [13.291, -16.790, 9.500], [3.404, -16.905, 6.416], [2.040, -16.814, 9.235], [2.587, -20.668, 5.621], [4.181, -15.866, 4.002], [7.656, -16.751, 10.006], [8.382, -13.566, 8.155], [3.939, -20.487, 4.515], [12.892, -15.583, 10.683], [12.421, -17.384, 10.805], [3.834, -11.810, 6.522], [10.477, -16.168, 12.039], [2.270, -21.748, 8.247], [6.988, -13.879, 5.544], [9.769, -13.132, 9.011]]
}

=====

# 3
{
  "formula": "C37H29BrN7O4S2TaTe",
  "method": "ωB97M-V/def2-TZVPD",
  "homo_energy_ev": -13.610,
  "energy_ha": -5806.61855,
  "charge": 2,
  "de_lowest_kcal_mol": 2.3,
  "orbital_gap_ev": 6.75,
  "elements": ["Ta", "Te", "Br", "S", "S", "O", "O", "O", "O", "N", "N", "N", "N", "N", "N", "N", "C", "C", "C", "C", "C", "C", "C", "C", "C", "C", "C", "C", "C", "C", "C", "C", "C", "C", "C", "C", "C", "C", "C", "C", "C", "C", "C", "C", "C", "C", "C", "C", "C", "C", "C", "C", "C", "H", "H", "H", "H", "H", "H", "H", "H", "H", "H", "H", "H", "H", "H", "H", "H", "H", "H", "H", "H", "H", "H", "H", "H", "H", "H", "H", "H", "H"],
  "xyz": [[1.613, -0.244, 0.872], [2.724, -2.666, -0.259], [3.704, 0.929, 0.284], [-0.644, -3.441, -0.239], [-0.376, -1.632, -1.119], [-0.982, -2.211, 3.260], [-2.080, 6.371, 2.776], [-1.898, 5.027, 4.456], [0.077, -1.051, 1.630], [-1.753, 5.331, 3.291], [1.222, 1.449, 2.444], [0.238, -0.903, -3.551], [-2.793, -4.808, 0.074], [-3.058, -2.898, -1.322], [0.426, 1.407, -0.071], [-0.048, -3.242, -3.247], [0.030, -1.788, 2.824], [5.457, -1.849, -0.979], [3.696, -1.191, 3.167], [7.389, -0.801, -1.960], [5.310, -0.844, -3.162], [0.306, 2.390, 2.083], [-1.485, 4.334, 1.118], [-1.238, 3.352, -1.160], [0.374, 3.415, 4.253], [0.455, -1.081, -4.861], [-5.153, -2.290, -2.380], [1.704, -2.677, 4.455], [-0.639, 2.412, -1.961], [4.813, -2.581, 0.170], [3.998, -1.969, 4.280], [0.189, 1.455, -1.380], [-2.392, -3.711, -0.534], [1.414, -1.886, 3.356], [-1.119, 4.320, 2.413], [2.391, -1.150, 2.667], [-0.002, -1.998, -2.844], [6.643, -0.481, -3.089], [0.415, -2.361, -5.408], [-4.071, -5.125, -0.142], [3.013, -2.716, 4.917], [0.163, -3.418, -4.557], [1.718, 1.522, 3.670], [-4.895, -4.345, -0.932], [-0.960, 3.357, 0.218], [-0.169, 3.379, 2.951], [0.769, 0.124, -5.687], [-4.347, -3.210, -1.521], [3.261, -1.923, -2.195], [1.327, 2.494, 4.592], [6.798, -1.480, -0.910], [4.713, -1.532, -2.109], [-0.109, 2.373, 0.717], [2.455, 0.784, 3.946], [4.481, -0.609, 2.698], [1.783, 2.500, 5.571], [-5.928, -4.614, -1.094], [-4.518, -1.824, -3.130], [0.125, -4.440, -4.917], [0.350, 1.019, -5.233], [3.266, -3.322, 5.776], [3.074, -2.731, -2.904], [-5.586, -1.500, -1.763], [-5.972, -2.817, -2.866], [5.013, -1.992, 4.655], [7.379, -1.728, -0.030], [8.431, -0.518, -1.901], [4.729, -0.596, -4.042], [-0.802, 2.387, -3.028], [2.619, -1.083, -2.454], [-2.171, 5.092, 0.765], [0.386, 0.017, -6.700], [0.049, 4.160, 4.962], [4.960, -2.084, 1.126], [1.852, 0.253, -5.758], [0.915, -3.241, 4.936], [0.574, -2.520, -6.465], [0.656, 0.707, -2.010], [5.153, -3.612, 0.258], [-1.900, 4.101, -1.577], [7.103, 0.052, -3.910], [-4.433, -6.025, 0.340]]
}

=====

# 4
{
  "formula": "C5H11NO",
  "method": "ωB97M-V/def2-TZVPD",
  "homo_energy_ev": -10.328,
  "energy_ha": -327.09905,
  "smiles": "CN=C=O.CCC",
  "charge": 0,
  "de_lowest_kcal_mol": 20.3,
  "orbital_gap_ev": 11.09,
  "elements": ["O", "N", "C", "C", "C", "C", "C", "H", "H", "H", "H", "H", "H", "H", "H", "H", "H", "H"],
  "xyz": [[0.038, 2.433, -0.447], [-1.764, 1.157, 0.434], [-0.830, 1.810, 0.047], [0.583, -1.066, -0.613], [-2.251, 0.673, 1.699], [0.979, -0.491, -1.972], [1.560, -0.640, 0.482], [-0.432, -0.741, -0.359], [-3.294, 0.372, 1.588], [1.663, 0.452, 0.509], [1.958, -0.876, -2.282], [0.545, -2.162, -0.669], [2.556, -1.055, 0.289], [1.052, 0.602, -1.923], [-1.673, -0.197, 2.030], [0.253, -0.746, -2.750], [1.245, -0.978, 1.476], [-2.188, 1.455, 2.462]]
}